Entry from the Open Molecules 2025 dataset: a 2-piece molecular cluster, FH4NSi overall (ωB97M-V/def2-TZVPD).

Output
ΔE to the lowest compared entry with this formula, charge and spin = 50.9 kcal per mole
Kohn-Sham gap = 8.461 eV
Highest occupied orbital energy = -0.342 hartree
LUMO level = -0.833 eV
Energy = -446.49444 a.u.

Last column: Löwdin charge in e.
Atoms and positions in Å:
N 2.010 -0.932 -0.379  0.004
F -3.606 0.866 1.025  -0.432
Si -2.270 1.174 0.126  0.635
H 1.042 -1.094 -0.130  -0.009
H 2.046 -0.064 -0.902  0.001
H 2.294 -1.673 -1.010  0.004
H -1.516 1.724 1.270  -0.203

Forces on atoms 1 to 2 (eV/Å):
N 0.0 0.0 0.0
F 0.3 0.0 -0.4

---

Entry from the Open Molecules 2025 dataset: a 2-piece molecular cluster, C8H11N2O2PS overall in a non-equilibrium geometry (ωB97M-V/def2-TZVPD).

Output
ΔE to the lowest compared entry with this formula, charge and spin = 17.4 kcal per mole
Kohn-Sham gap = 8.687 eV
Highest occupied orbital energy = -0.304 hartree
LUMO level = 0.416 eV
SMILES = C=N/N=C/c1ccc(O)cc1.OPS
Energy = -1310.93368 a.u.

Last column: Löwdin charge in e.
Atoms and positions in Å:
C -1.617 -0.606 -0.858  -0.050
C -0.455 0.192 1.087  -0.057
C -2.264 -1.551 -0.086  -0.031
C -1.095 -0.751 1.860  -0.002
C -0.704 0.283 -0.290  -0.260
C -2.014 -1.627 1.281  -0.323
C -0.081 1.288 -1.125  -0.116
C 1.663 4.116 -1.322  -0.030
N 0.846 2.045 -0.691  0.006
N 1.606 2.857 -1.304  -0.063
O -2.642 -2.529 2.076  0.067
O 1.152 -2.550 -0.086  -0.438
P 2.280 -1.476 -0.591  0.489
S 2.962 -0.591 1.192  0.355
H -1.825 -0.553 -1.917  0.115
H 0.233 0.884 1.543  0.098
H -2.976 -2.226 -0.543  0.117
H -0.904 -0.825 2.918  0.124
H -0.463 1.385 -2.144  0.125
H 0.893 4.771 -0.922  0.067
H 2.535 4.563 -1.768  0.056
H 2.628 0.638 0.818  -0.247
H -3.269 -3.047 1.557  0.111
H 0.250 -2.223 -0.112  -0.013
H 3.262 -2.469 -0.573  -0.100

Forces on atoms 1 to 2 (eV/Å):
C 0.3 0.3 0.1
C -0.2 0.0 -0.3

---

Entry from the Open Molecules 2025 dataset: an isolated ion of composition C4H2ClO2 and charge -1 in a non-equilibrium geometry (ωB97M-V/def2-TZVPD).

Output
ΔE to the lowest compared entry with this formula, charge and spin = 29.6 kcal per mole
Kohn-Sham gap = 7.930 eV
Highest occupied orbital energy = -0.152 hartree
LUMO level = 3.803 eV
Charge = -1
SMILES = C#C[C@@H](Cl)C(=O)[O-]
Energy = -764.28626 a.u.

Last column: Löwdin charge in e.
Atoms and positions in Å:
C 1.872 -0.235 1.017  0.068
C 1.080 -0.428 0.138  -0.216
C -1.220 0.907 -0.089  -0.745
C -0.154 -0.416 -0.710  -0.570
O -1.501 0.896 1.105  -0.043
O -1.543 1.582 -1.029  -0.031
Cl -1.090 -1.988 -0.506  0.468
H 2.568 -0.202 1.822  0.004
H -0.012 -0.116 -1.748  0.066

Forces on atoms 1 to 2 (eV/Å):
C 0.6 -0.4 0.4
C -2.0 0.1 -1.2

---

Copy entry 3 word for word.
Entry from the Open Molecules 2025 dataset: an isolated ion of composition C4H2ClO2 and charge -1 in a non-equilibrium geometry (ωB97M-V/def2-TZVPD).

Output
ΔE to the lowest compared entry with this formula, charge and spin = 29.6 kcal per mole
Kohn-Sham gap = 7.930 eV
Highest occupied orbital energy = -0.152 hartree
LUMO level = 3.803 eV
Charge = -1
SMILES = C#C[C@@H](Cl)C(=O)[O-]
Energy = -764.28626 a.u.

Last column: Löwdin charge in e.
Atoms and positions in Å:
C 1.872 -0.235 1.017  0.068
C 1.080 -0.428 0.138  -0.216
C -1.220 0.907 -0.089  -0.745
C -0.154 -0.416 -0.710  -0.570
O -1.501 0.896 1.105  -0.043
O -1.543 1.582 -1.029  -0.031
Cl -1.090 -1.988 -0.506  0.468
H 2.568 -0.202 1.822  0.004
H -0.012 -0.116 -1.748  0.066

Forces on atoms 1 to 2 (eV/Å):
C 0.6 -0.4 0.4
C -2.0 0.1 -1.2

---

The lowest energy belongs to which entry?
C8H11N2O2PS